No. 1
{"formula": "H25O12", "method": "the ωB97M-V functional and the def2-TZVPD basis", "symbols": ["O", "H", "H", "O", "H", "H", "O", "H", "O", "H", "H", "O", "H", "H", "O", "H", "H", "O", "H", "H", "O", "H", "H", "O", "H", "H", "O", "H", "H", "O", "H", "H", "O", "H", "H", "H", "H"], "positions_angstrom": [[-1.085, 1.419, -2.127], [-0.052, 4.520, -1.521], [4.014, 1.117, -1.077], [3.136, -2.338, 0.855], [4.083, -2.436, 1.034], [-4.556, 0.244, 2.075], [-0.157, -0.237, 3.755], [1.717, 1.061, -3.203], [-3.020, -0.808, -0.451], [0.524, 0.446, 3.677], [-2.973, 0.049, -0.912], [0.225, 2.527, 1.524], [1.173, 2.647, 1.625], [-0.024, 3.196, 0.867], [-0.505, 4.053, -0.809], [0.028, -1.882, 1.907], [-0.667, 3.186, -1.213], [-3.709, 0.435, 1.684], [-0.802, 0.031, 3.085], [-1.232, 1.348, -3.077], [3.070, 0.909, -0.946], [3.299, -0.021, -1.095], [3.312, -1.720, 0.131], [2.039, 0.283, -3.667], [-3.571, -0.439, 0.297], [2.600, 0.655, -4.349], [0.560, -2.453, 2.587], [-0.072, -3.175, 2.701], [0.280, -1.824, 3.346], [-1.052, -1.796, 0.783], [-1.850, -1.297, 0.379], [-0.187, 1.103, -1.978], [-0.264, -2.510, -2.211], [-3.357, 1.320, 1.767], [-0.735, -3.271, -2.546], [-0.624, -2.037, -0.056], [0.433, -2.305, -2.842]], "forces_ev_per_a": [[0.1, 0.2, 0.2], [0.0, 0.3, 0.3], [-0.4, 1.5, 0.2], [1.2, 0.6, -0.6], [-0.2, -0.8, 0.9], [-0.4, 0.8, 0.5], [0.0, -0.1, -0.3], [0.2, 0.0, 0.2], [-1.2, 1.3, 0.2], [0.0, -0.1, 0.1], [0.7, -0.6, -0.6], [0.0, -0.2, 0.1], [0.1, 0.0, 0.0], [0.0, 0.1, -0.1], [0.2, -0.3, -0.3], [-0.2, -0.5, -1.5], [-0.3, -0.1, 0.0], [0.7, -0.9, -0.3], [-0.1, 0.1, 0.1], [0.0, 0.0, 0.0], [1.7, -0.9, -0.1], [-1.4, -0.4, -0.1], [-1.1, 0.1, -0.2], [-0.3, 0.0, 0.1], [0.5, -0.8, -0.3], [0.2, -0.1, -0.3], [-1.1, 1.2, 1.1], [0.0, -0.9, -0.1], [0.9, 0.2, 0.1], [0.2, 0.3, -0.3], [0.4, -0.1, 0.4], [-0.1, -0.2, 0.0], [0.1, 0.4, 0.5], [-0.7, 0.4, 0.4], [-0.1, -0.2, -0.2], [0.3, -0.3, 0.0], [0.0, -0.1, -0.1]], "relative_energy_kj_mol": 155.19, "e_homo_ha": -0.507, "lumo_energy_ev": -2.61, "total_charge": 1}

No. 2
{"formula": "C4H7NO", "method": "the ωB97M-V functional and the def2-TZVPD basis", "symbols": ["C", "C", "O", "C", "C", "N", "H", "H", "H", "H", "H", "H", "H"], "positions_angstrom": [[1.782, -0.227, 0.647], [0.616, 0.592, 0.139], [0.431, 1.730, 0.524], [-0.380, -0.037, -0.804], [-1.614, -0.550, -0.150], [-1.644, 0.652, -0.969], [1.456, -1.212, 0.998], [2.251, 0.316, 1.471], [2.525, -0.387, -0.141], [-0.007, -0.496, -1.715], [-1.689, -0.441, 0.932], [-2.123, -1.424, -0.552], [-1.606, 1.484, -0.380]], "forces_ev_per_a": [[0.1, 0.0, 0.0], [-0.1, 0.3, 0.1], [0.0, -0.4, 0.0], [0.2, 0.0, 0.0], [-0.1, -0.2, 0.2], [0.0, 0.2, 0.0], [0.0, 0.1, -0.1], [0.0, -0.1, -0.2], [-0.1, 0.0, 0.0], [0.1, -0.2, 0.3], [0.1, 0.0, -0.2], [0.1, 0.2, 0.0], [-0.1, -0.1, 0.0]], "smiles": "CC(=O)[C@H]1CN1", "relative_energy_kj_mol": 168.19, "e_homo_ha": -0.364, "lumo_energy_ev": 0.97, "total_charge": 0}

No. 3
{"formula": "C30H32N4O2", "method": "the ωB97M-V functional and the def2-TZVPD basis", "symbols": ["C", "C", "C", "N", "C", "O", "N", "C", "O", "H", "H", "H", "H", "H", "C", "N", "C", "C", "C", "C", "C", "C", "C", "C", "C", "C", "C", "C", "C", "C", "C", "C", "C", "C", "N", "C", "C", "C", "C", "C", "C", "H", "H", "H", "H", "H", "H", "H", "H", "H", "H", "H", "H", "H", "H", "H", "H", "H", "H", "H", "H", "H", "H", "H", "H", "H", "H", "H"], "positions_angstrom": [[1.076, 5.763, -1.150], [1.325, 4.706, -0.121], [0.396, 3.728, 0.097], [0.511, 2.737, 1.044], [1.594, 2.774, 1.906], [1.749, 2.059, 2.912], [2.607, 3.684, 1.565], [2.572, 4.675, 0.589], [3.541, 5.397, 0.416], [1.949, 6.431, -1.146], [0.948, 5.301, -2.153], [0.153, 6.330, -0.910], [-0.526, 3.661, -0.479], [3.432, 3.632, 2.137], [-0.483, -3.853, -5.985], [-1.443, -2.968, -5.381], [-2.553, -2.566, -6.220], [-1.319, -2.529, -4.096], [-2.259, -1.605, -3.546], [-2.048, -1.032, -2.302], [-0.932, -1.366, -1.503], [-0.615, -0.627, -0.239], [-1.038, 0.682, -0.074], [-0.696, 1.606, 1.047], [-1.863, 2.410, 1.619], [-1.849, 2.720, 2.978], [-2.874, 3.488, 3.548], [-3.929, 3.970, 2.738], [-3.997, 3.561, 1.399], [-2.974, 2.773, 0.849], [0.295, -1.315, 0.709], [1.407, -0.644, 1.257], [2.177, -1.219, 2.257], [2.005, -2.585, 2.601], [2.844, -3.194, 3.490], [2.606, -4.555, 3.927], [4.075, -2.579, 3.881], [0.937, -3.294, 1.989], [0.121, -2.677, 1.045], [-0.022, -2.324, -2.034], [-0.199, -2.897, -3.283], [-0.308, -4.749, -5.369], [-0.909, -4.170, -6.938], [0.483, -3.360, -6.171], [-2.737, -1.488, -6.141], [-2.275, -2.820, -7.240], [-3.479, -3.100, -5.958], [-3.143, -1.312, -4.101], [-2.781, -0.354, -1.884], [-1.802, 1.017, -0.791], [-0.138, 1.082, 1.808], [-0.994, 2.402, 3.589], [-2.826, 3.767, 4.593], [-4.772, 4.493, 3.195], [-4.819, 3.897, 0.758], [-3.016, 2.510, -0.209], [1.638, 0.376, 0.924], [2.909, -0.615, 2.762], [1.534, -4.749, 4.049], [3.002, -5.300, 3.224], [3.081, -4.711, 4.892], [4.474, -1.970, 3.057], [3.949, -1.916, 4.749], [4.811, -3.352, 4.139], [0.753, -4.337, 2.224], [-0.702, -3.230, 0.599], [0.843, -2.657, -1.462], [0.528, -3.614, -3.676]], "forces_ev_per_a": [[-0.1, 0.2, -0.4], [-1.7, -0.7, -0.6], [1.0, 0.5, 0.1], [-0.7, -0.2, -1.7], [0.7, -1.1, 1.4], [-0.6, 0.8, -1.7], [-1.0, -0.5, 0.0], [0.6, -0.1, 0.4], [-0.3, -0.1, 0.0], [-0.4, -0.1, -0.2], [0.2, 0.4, 0.5], [0.6, -0.2, -0.2], [0.2, 0.2, 0.0], [0.1, 0.0, 0.2], [0.1, -0.3, 0.1], [-0.3, -0.1, -0.2], [-0.1, 0.1, 0.3], [0.4, 0.7, 0.8], [0.4, -0.2, 0.0], [0.6, -0.7, 0.4], [0.0, -0.1, -0.5], [0.3, 1.2, -0.1], [0.5, -0.7, -0.9], [1.2, 1.0, 2.0], [-0.4, -0.8, -0.1], [-0.1, 0.6, 0.4], [-0.1, 0.2, -1.0], [0.1, -1.2, 0.2], [0.4, 0.2, 0.1], [0.1, 0.5, 0.1], [0.7, -0.1, -0.1], [-0.6, -0.1, 0.2], [-0.1, -0.6, -0.4], [-0.6, 0.4, -0.4], [-0.4, -0.6, 0.1], [-0.2, 0.0, -0.1], [0.5, 0.4, 0.1], [0.1, 0.3, -0.4], [0.1, 0.7, 0.6], [-0.5, 0.2, 0.2], [-0.8, 0.3, -0.6], [0.0, 0.2, -0.2], [0.3, -0.1, 0.1], [-0.1, -0.1, 0.1], [0.0, -0.2, -0.2], [-0.3, 0.2, 0.0], [0.1, 0.1, -0.1], [0.1, -0.1, 0.1], [-0.1, 0.0, -0.2], [0.8, 0.1, 0.2], [-0.9, -0.8, 0.7], [-0.4, 0.1, -0.2], [0.0, -0.1, 0.0], [0.4, 0.1, -0.2], [0.3, -0.2, 0.3], [-0.1, 0.0, 0.3], [-0.1, -0.5, 0.2], [0.2, 0.1, 0.0], [0.2, 0.1, 0.1], [0.0, 0.0, 0.0], [0.0, 0.0, 0.1], [0.0, -0.3, 0.2], [0.1, -0.1, -0.1], [-0.2, 0.2, -0.1], [0.1, 0.2, -0.1], [0.1, 0.0, 0.1], [-0.2, 0.3, 0.0], [-0.2, 0.3, 0.3]], "smiles": "Cc1cn([C@H](C=C(c2ccc(N(C)C)cc2)c2ccc(N(C)C)cc2)c2ccccc2)c(=O)[nH]c1=O", "relative_energy_kj_mol": 315.03, "e_homo_ha": -0.266, "lumo_energy_ev": 0.32, "total_charge": 0}

No. 4
{"formula": "C9H62NO23", "method": "the ωB97M-V functional and the def2-TZVPD basis", "symbols": ["C", "C", "C", "C", "C", "C", "N", "O", "C", "C", "C", "H", "H", "H", "H", "H", "H", "H", "H", "H", "H", "H", "H", "H", "H", "H", "H", "H", "H", "O", "H", "H", "O", "H", "H", "O", "H", "H", "O", "H", "H", "O", "H", "H", "O", "H", "H", "O", "H", "H", "O", "H", "H", "O", "H", "H", "O", "H", "H", "O", "H", "H", "O", "H", "H", "O", "H", "H", "O", "H", "H", "O", "H", "H", "O", "H", "H", "O", "H", "H", "O", "H", "H", "O", "H", "H", "O", "H", "H", "O", "H", "H", "O", "H", "H"], "positions_angstrom": [[1.484, 0.327, 2.143], [1.711, 0.554, 0.570], [1.899, -0.901, 0.042], [0.560, -1.748, -0.048], [-0.430, -0.997, -0.977], [-0.656, 0.532, -0.545], [0.692, 1.174, -0.295], [0.627, 2.606, -0.169], [-1.598, 0.582, 0.572], [-1.407, 1.169, -1.748], [3.155, 1.242, 0.539], [2.427, 0.360, 2.689], [1.034, -0.635, 2.392], [0.825, 1.113, 2.512], [2.525, -1.382, 0.794], [2.612, -0.930, -0.783], [0.138, -1.881, 0.948], [0.695, -2.766, -0.414], [-1.422, -1.437, -1.077], [0.086, -0.980, -1.937], [-2.487, 0.008, 0.307], [-1.894, 1.583, 0.886], [-1.120, 0.080, 1.413], [-0.777, 1.160, -2.638], [-1.687, 2.181, -1.455], [-2.274, 0.538, -1.942], [3.512, 1.603, -0.426], [3.986, 0.591, 0.811], [3.197, 2.136, 1.161], [-2.808, -4.971, -5.553], [-2.895, -5.216, -4.632], [-3.708, -4.909, -5.872], [5.390, -5.320, -0.115], [5.361, -4.388, -0.332], [4.773, -5.416, 0.611], [2.394, 2.958, -4.734], [1.916, 3.743, -5.001], [1.878, 2.596, -4.013], [2.226, 5.291, 4.722], [2.376, 4.621, 4.056], [1.499, 5.811, 4.380], [-3.696, -6.569, -1.532], [-3.081, -6.611, -0.800], [-4.025, -7.464, -1.621], [-1.213, 4.901, -6.725], [-1.316, 3.957, -6.846], [-0.877, 5.215, -7.564], [3.165, -5.948, 3.846], [3.621, -6.366, 4.576], [3.107, -5.026, 4.095], [-2.077, 0.099, -8.149], [-2.722, -0.171, -8.802], [-2.363, -0.325, -7.340], [6.322, 5.677, 5.903], [6.586, 6.409, 6.460], [5.461, 5.927, 5.569], [6.787, 2.982, -4.728], [5.861, 2.893, -4.951], [6.979, 2.216, -4.187], [3.830, 7.189, -2.602], [3.445, 6.329, -2.434], [3.085, 7.790, -2.600], [-0.463, 7.754, -3.186], [-0.164, 6.919, -2.827], [-0.887, 7.522, -4.012], [-0.354, -7.506, 1.669], [-0.905, -6.968, 2.238], [0.541, -7.235, 1.876], [-2.161, -4.875, 4.892], [-2.057, -3.931, 4.772], [-3.025, -4.972, 5.294], [-4.516, 2.512, 6.511], [-5.229, 3.058, 6.843], [-4.896, 2.049, 5.765], [8.880, -1.711, 4.802], [8.230, -2.065, 5.409], [8.441, -1.718, 3.951], [1.858, -1.651, 8.481], [0.930, -1.548, 8.271], [2.021, -1.006, 9.169], [-8.750, 2.023, 2.884], [-8.705, 1.114, 2.589], [-9.116, 1.972, 3.767], [-7.635, -3.976, -2.347], [-7.514, -3.422, -3.119], [-6.752, -4.265, -2.118], [-8.569, 0.950, -5.796], [-9.392, 1.168, -6.234], [-8.470, 1.623, -5.123], [-0.463, 7.340, 2.210], [-0.238, 6.586, 1.665], [-1.417, 7.399, 2.155], [0.368, -8.970, -2.480], [-0.478, -9.293, -2.791], [0.194, -8.663, -1.590]], "forces_ev_per_a": [[-0.7, 0.9, -0.6], [0.5, -1.5, 0.2], [-0.1, -0.8, 1.0], [0.2, 1.3, -0.6], [1.0, 1.3, 0.9], [2.0, -0.8, -1.8], [0.3, 1.0, -0.6], [-0.4, -1.1, 0.4], [-0.6, -0.5, 1.9], [1.1, -0.1, 0.6], [-0.8, 0.6, -0.9], [0.1, 0.1, -0.1], [-0.2, 0.0, -0.2], [0.1, 0.1, 0.2], [0.0, -0.3, 0.4], [-0.8, 0.1, -0.9], [0.0, 0.2, 0.2], [0.4, 0.0, -0.2], [0.1, -0.4, 0.0], [-0.3, 0.1, -0.3], [-0.3, 0.0, 0.1], [0.2, 0.1, -0.1], [-0.3, 0.0, 0.4], [0.0, 0.2, 0.0], [0.0, 0.0, -0.3], [-0.2, 0.1, 0.0], [-0.7, 0.0, -0.5], [-0.4, -0.6, 0.6], [-0.2, -0.1, 0.2], [0.1, 0.0, -0.2], [0.1, -0.1, 0.3], [-0.2, 0.0, -0.1], [0.2, -0.2, -0.1], [0.0, 0.2, -0.1], [-0.2, -0.1, 0.2], [0.3, 0.0, -0.3], [-0.1, 0.2, 0.0], [-0.1, -0.2, 0.4], [0.2, 0.1, 0.3], [0.0, -0.2, -0.2], [-0.2, 0.2, -0.1], [-0.1, 0.2, -0.2], [0.2, 0.1, 0.2], [-0.1, -0.2, 0.0], [0.0, 0.2, 0.2], [0.0, -0.3, 0.0], [0.1, 0.1, -0.2], [-0.1, -0.1, -0.3], [0.1, -0.1, 0.2], [-0.1, 0.3, 0.0], [0.1, 0.2, -0.1], [-0.1, -0.1, -0.2], [0.0, -0.1, 0.3], [0.2, -0.2, 0.0], [0.1, 0.2, 0.1], [-0.3, 0.0, -0.2], [0.3, 0.1, -0.1], [-0.4, 0.0, 0.0], [0.0, -0.2, 0.2], [0.2, 0.1, -0.1], [0.0, -0.3, 0.1], [-0.2, 0.2, 0.0], [0.1, 0.3, 0.1], [0.0, -0.3, 0.2], [-0.1, -0.1, -0.2], [-0.2, -0.2, -0.3], [-0.1, 0.2, 0.2], [0.3, 0.1, 0.1], [0.1, -0.2, -0.1], [0.1, 0.3, -0.1], [-0.2, -0.1, 0.1], [0.2, -0.1, 0.2], [-0.1, 0.2, 0.1], [0.0, -0.1, -0.3], [0.2, 0.0, 0.1], [-0.2, -0.1, 0.2], [-0.1, 0.0, -0.2], [0.1, -0.2, 0.0], [-0.2, 0.0, -0.1], [0.1, 0.2, 0.1], [0.0, 0.2, -0.1], [0.1, -0.2, -0.1], [-0.1, 0.0, 0.2], [-0.2, -0.1, 0.1], [0.0, 0.2, -0.2], [0.3, -0.1, 0.1], [0.1, -0.2, -0.1], [-0.2, 0.0, -0.1], [0.1, 0.2, 0.2], [0.2, 0.2, 0.2], [0.1, -0.3, -0.2], [-0.2, 0.0, 0.0], [0.2, -0.1, -0.1], [-0.2, -0.1, -0.1], [0.0, 0.1, 0.3]], "relative_energy_kj_mol": 675.75, "e_homo_ha": -0.075, "lumo_energy_ev": 1.41, "total_charge": -1}